1.
{
  "formula": "C28H33N10NaOS3Se",
  "method": "the ωB97M-V functional and the def2-TZVPD basis",
  "species": ["H", "H", "C", "H", "H", "N", "H", "C", "H", "C", "H", "C", "Se", "H", "H", "S", "C", "N", "H", "H", "N", "C", "O", "N", "H", "C", "H", "H", "H", "N", "H", "H", "H", "C", "C", "H", "H", "C", "S", "C", "C", "C", "H", "H", "C", "N", "H", "H", "C", "H", "C", "C", "C", "C", "C", "H", "C", "H", "C", "C", "C", "S", "H", "N", "Na", "N", "H", "N", "H", "H", "C", "C", "H", "C", "N", "C", "H"],
  "positions_angstrom": [[-1.570, 0.937, 1.961], [-2.920, -2.467, -3.979], [-0.330, -3.726, 0.251], [-7.222, 3.164, 0.117], [1.207, 2.009, 2.978], [-0.229, -0.996, -3.513], [2.405, 3.907, 4.062], [0.587, 2.605, -3.075], [-0.406, 2.174, -2.968], [-5.351, 3.518, -0.884], [4.141, -2.336, 3.704], [-5.662, 1.858, 0.812], [-1.628, 1.673, -0.361], [1.281, -4.903, -0.135], [2.594, 3.599, -1.936], [5.006, -2.349, 1.405], [-4.326, 1.493, 0.699], [-0.660, -2.432, 0.238], [-5.747, 4.310, -1.507], [-0.988, -5.781, 0.296], [4.126, -1.542, -1.040], [3.328, 2.635, 0.600], [1.386, 0.710, -1.822], [-1.539, 0.494, 2.890], [0.526, 3.668, -2.846], [-4.016, 3.155, -0.998], [-3.390, -5.158, 0.397], [1.994, -1.983, 4.994], [4.578, 2.395, -1.139], [2.589, 2.615, -1.727], [0.945, 2.482, -4.101], [0.437, -0.286, -3.245], [3.302, -1.469, -1.636], [-1.298, -4.743, 0.293], [1.527, 1.892, -2.143], [-2.786, -2.200, -2.232], [-4.011, -2.724, 0.430], [1.562, -1.154, 3.004], [1.641, -2.869, -2.980], [3.849, -1.688, 0.291], [-2.978, -3.042, 0.378], [-2.252, -2.149, -3.180], [-3.373, 3.661, -1.707], [3.509, 1.027, -0.789], [-6.183, 2.876, 0.025], [2.330, 2.050, 1.265], [-2.174, -1.046, 0.303], [4.869, 4.131, 0.557], [-3.474, 2.141, -0.203], [-3.938, 0.684, 1.307], [1.360, -1.448, 4.307], [-1.670, -0.739, -3.419], [-2.628, -4.389, 0.354], [3.585, 2.111, -0.792], [3.888, -2.076, 2.690], [4.287, 4.986, 2.827], [3.735, 4.164, 2.388], [-6.301, 1.339, 1.517], [2.752, -1.520, 2.213], [-0.418, -0.181, 3.219], [2.023, 2.513, 2.473], [-0.161, -0.814, 4.825], [-2.139, 0.848, 3.612], [0.550, -0.441, 2.386], [0.832, -0.073, 0.107], [2.739, -1.298, 0.842], [1.597, -3.247, 0.008], [1.008, -4.024, 0.271], [-2.036, -0.290, -4.341], [-1.889, -0.075, -2.580], [-1.958, -2.112, 0.317], [4.059, 3.691, 1.126], [-1.044, -3.916, -2.771], [2.694, 3.567, 3.076], [-1.050, -2.981, -3.140], [0.086, -2.266, -3.207], [4.833, -2.149, -1.420]],
  "forces_ev_per_a": [[-0.002, -0.009, 0.039], [0.005, 0.005, -0.050], [-0.058, 0.022, 0.020], [0.005, -0.009, -0.008], [0.009, 0.032, -0.011], [-0.025, 0.017, 0.056], [-0.014, -0.020, -0.011], [-0.033, -0.076, -0.073], [0.003, 0.004, 0.017], [0.027, -0.024, 0.008], [-0.030, 0.017, -0.015], [0.065, -0.023, -0.024], [0.048, 0.116, 0.010], [-0.006, 0.009, -0.040], [-0.019, -0.003, -0.012], [-0.002, -0.011, -0.026], [-0.037, 0.031, -0.076], [-0.079, 0.105, -0.048], [0.024, -0.003, -0.008], [-0.012, 0.016, 0.010], [-0.072, 0.043, 0.038], [-0.019, -0.038, 0.075], [0.144, 0.271, -0.476], [0.043, -0.017, -0.085], [0.010, -0.005, -0.017], [-0.038, -0.002, 0.057], [0.007, 0.005, -0.018], [-0.001, -0.019, -0.059], [0.013, 0.005, -0.008], [-0.036, -0.073, 0.048], [-0.009, -0.015, 0.033], [0.037, 0.041, 0.081], [-0.010, -0.052, -0.013], [-0.008, -0.010, -0.031], [0.279, 0.208, 0.007], [-0.033, -0.037, -0.028], [0.015, 0.017, 0.015], [0.013, 0.021, -0.262], [-0.065, -0.018, -0.021], [0.076, 0.023, 0.045], [0.008, -0.051, 0.013], [0.111, -0.001, -0.004], [-0.008, 0.016, 0.006], [0.060, -0.029, -0.042], [0.013, 0.001, 0.004], [-0.071, 0.007, -0.114], [0.014, -0.033, -0.005], [-0.014, -0.015, 0.005], [-0.003, -0.102, 0.047], [0.007, 0.003, 0.026], [0.005, 0.005, 0.167], [0.066, -0.138, 0.043], [0.011, -0.010, 0.020], [-0.130, 0.067, 0.036], [0.105, -0.026, 0.055], [0.001, 0.000, -0.008], [0.012, 0.006, 0.009], [0.011, 0.002, 0.005], [-0.161, 0.060, -0.084], [0.024, -0.064, 0.094], [-0.014, -0.089, -0.063], [-0.033, 0.034, -0.011], [-0.003, 0.003, -0.005], [0.112, -0.018, 0.306], [-0.381, -0.198, 0.274], [0.012, -0.057, 0.078], [-0.014, -0.030, -0.080], [0.054, 0.025, 0.141], [-0.036, -0.013, -0.020], [0.048, 0.066, -0.032], [0.056, 0.037, -0.016], [0.033, 0.009, 0.013], [0.073, 0.023, -0.011], [0.032, 0.032, 0.016], [-0.125, -0.104, 0.043], [-0.097, 0.037, -0.040], [0.011, 0.002, -0.004]],
  "lumo_energy_ha": 0.0049,
  "multiplicity": 1,
  "gap_ev": 6.4726,
  "homo_ev": -6.3
}


2.
{
  "formula": "C28H33N5O2RhS",
  "method": "the ωB97M-V functional and the def2-TZVPD basis",
  "species": ["Rh", "H", "H", "C", "C", "H", "S", "C", "C", "H", "H", "N", "C", "C", "O", "C", "C", "H", "C", "H", "H", "H", "H", "C", "C", "H", "H", "H", "C", "C", "H", "C", "C", "C", "C", "C", "H", "H", "H", "C", "N", "C", "H", "N", "H", "H", "C", "C", "H", "H", "N", "H", "C", "C", "C", "H", "O", "H", "H", "H", "H", "C", "H", "C", "H", "C", "H", "H", "N", "H"],
  "positions_angstrom": [[-0.228, 0.344, -0.829], [-0.945, 0.279, -2.943], [0.720, -4.735, -3.011], [2.154, 0.845, 4.125], [-2.826, -4.682, -1.264], [1.809, 2.299, 5.694], [-0.437, 1.627, 1.082], [3.606, -0.919, -0.262], [-2.671, -1.169, 0.107], [-3.944, 4.827, -3.347], [-3.448, 2.581, -4.249], [0.249, 2.137, -1.713], [-3.194, -3.483, -0.675], [2.237, -0.845, -0.381], [2.048, 3.571, -1.920], [-1.530, -4.845, -1.713], [1.800, 1.218, 5.552], [-2.388, -1.043, 1.153], [-0.832, 2.941, -2.115], [0.092, 4.184, 0.197], [1.503, -4.485, -1.447], [-3.559, -5.464, -1.411], [-1.250, -5.759, -2.223], [-0.638, -2.736, 3.215], [-0.930, -2.695, -0.866], [-3.740, -0.988, 0.013], [-0.426, -3.564, 3.889], [1.433, -2.132, 3.253], [-1.679, 2.336, -3.077], [-2.794, 3.022, -3.507], [5.438, 0.183, -0.461], [-3.068, 4.292, -3.004], [-0.221, 4.884, -0.575], [1.285, -1.983, -0.168], [-0.562, -3.851, -1.550], [3.729, 1.386, -0.948], [-2.185, 0.543, -4.170], [-4.219, -3.312, -0.367], [-0.515, 1.087, -4.419], [0.798, -4.059, -2.161], [1.651, 0.293, -0.765], [0.445, -1.679, 3.344], [0.685, 5.275, -1.038], [0.045, -1.639, -0.614], [3.091, 1.313, 3.817], [2.291, -0.221, 4.018], [-1.320, 0.994, -3.687], [0.417, 0.635, 2.274], [-0.758, 5.706, -0.105], [-1.615, -2.325, 3.473], [1.130, 1.305, 3.169], [-2.190, -0.344, -0.446], [-2.229, 4.877, -2.073], [2.355, 1.388, -1.052], [4.359, 0.216, -0.545], [1.223, -3.118, -2.519], [1.669, -3.014, 0.353], [-2.450, 5.868, -1.696], [4.265, 2.291, -1.197], [0.374, -1.179, 4.308], [2.526, 0.787, 6.241], [1.536, 2.527, -1.569], [-0.674, -3.141, 2.203], [-1.097, 4.217, -1.599], [-0.300, -1.003, 1.488], [-2.252, -2.484, -0.486], [1.064, 2.307, 3.063], [4.042, -1.862, 0.036], [0.238, -0.673, 2.282], [0.810, 0.847, 5.818]],
  "forces_ev_per_a": [[-0.021, 0.964, 0.080], [-0.140, -0.192, -0.141], [-0.015, 0.012, -0.009], [-0.114, 0.096, -0.050], [-0.062, 0.000, -0.005], [-0.031, -0.011, -0.022], [0.346, -0.453, -0.555], [0.038, -0.002, 0.029], [0.126, 0.091, -0.026], [0.008, -0.006, -0.001], [-0.008, -0.008, 0.008], [-0.437, -0.275, 0.978], [0.045, 0.048, -0.018], [0.034, 0.098, 0.078], [0.181, 0.017, 0.066], [0.139, 0.045, -0.029], [-0.029, 0.008, 0.071], [-0.064, -0.008, 0.037], [-0.268, 0.084, -0.608], [0.036, 0.016, 0.024], [-0.033, 0.002, 0.004], [0.024, -0.005, 0.008], [-0.008, 0.023, -0.015], [-0.003, -0.003, 0.049], [0.867, 0.644, 0.269], [-0.005, -0.069, 0.016], [-0.014, 0.028, 0.013], [0.017, 0.027, -0.095], [0.370, 0.067, 0.202], [-0.114, 0.220, 0.034], [-0.003, 0.001, -0.008], [-0.048, -0.003, -0.048], [-0.016, 0.032, -0.093], [0.272, -0.117, 0.273], [0.018, -0.400, -0.159], [0.187, -0.151, 0.060], [0.020, -0.032, 0.001], [0.009, -0.006, -0.022], [-0.033, 0.072, -0.028], [-0.061, -0.006, 0.008], [1.520, 0.100, 0.259], [0.006, 0.093, -0.061], [-0.036, -0.003, 0.001], [-1.240, -1.522, -0.365], [0.017, 0.025, 0.045], [-0.035, -0.136, -0.079], [-0.074, 0.270, 0.087], [-0.162, -0.236, 0.500], [-0.010, -0.013, 0.031], [0.009, -0.015, -0.034], [-0.038, 0.047, -0.140], [-0.321, 0.281, -0.093], [-0.063, -0.080, -0.091], [-0.037, -0.052, 0.032], [0.021, 0.078, -0.004], [-0.005, -0.013, -0.009], [-0.221, 0.145, -0.093], [-0.019, -0.013, 0.006], [-0.012, 0.004, -0.015], [0.004, 0.019, 0.044], [0.011, 0.018, -0.019], [-0.528, 0.254, -0.509], [0.046, -0.019, -0.056], [0.065, -0.196, -0.050], [0.080, -0.066, 0.053], [-0.355, 0.094, 0.238], [0.116, 0.022, -0.045], [0.027, 0.017, 0.003], [-0.004, 0.068, -0.027], [0.029, -0.022, 0.012]],
  "lumo_energy_ha": -0.1794,
  "total_charge": 1,
  "multiplicity": 1,
  "gap_ev": 5.8732,
  "homo_ev": -10.8
}


3.
{
  "formula": "C28H33N6OSe3TaTe",
  "method": "the ωB97M-V functional and the def2-TZVPD basis",
  "species": ["Se", "C", "H", "H", "C", "H", "H", "C", "H", "C", "C", "H", "H", "C", "C", "H", "C", "H", "H", "H", "H", "C", "C", "H", "C", "N", "C", "C", "H", "H", "N", "N", "N", "H", "C", "C", "H", "H", "H", "H", "C", "H", "C", "C", "H", "N", "H", "Te", "C", "H", "Se", "Se", "O", "H", "H", "C", "Ta", "H", "H", "C", "N", "C", "C", "C", "C", "C", "C", "H", "H", "C", "H", "H", "H"],
  "positions_angstrom": [[2.954, -0.074, 3.092], [-1.892, 4.351, 0.500], [-1.777, -4.031, -3.393], [0.728, -0.714, -3.423], [-4.879, -2.411, -1.717], [-2.251, 5.369, 0.582], [3.732, -3.304, -1.070], [-4.032, 0.880, -0.126], [-3.507, -2.687, 1.080], [-2.406, -1.431, 2.219], [1.151, -2.509, -1.492], [2.415, -3.818, -2.614], [-1.620, -0.361, -3.217], [-4.996, -1.156, -1.165], [-3.855, -0.450, -0.776], [-3.269, -1.971, 4.887], [-0.977, 1.709, 0.281], [-4.114, -2.456, 2.680], [1.895, 0.404, -2.685], [-5.089, 1.134, -0.066], [5.614, -1.813, -0.383], [0.338, -4.090, -3.086], [0.061, 2.214, -1.919], [-1.722, 1.518, 2.302], [2.750, 1.784, 0.193], [-0.117, -2.086, -1.226], [0.909, 0.317, -3.123], [-3.224, -0.954, 4.495], [-5.755, -2.981, -1.994], [-3.485, -3.914, -2.334], [2.013, -0.457, -0.538], [-2.620, -0.948, -0.976], [-0.141, 0.757, -2.169], [-1.354, -0.440, 3.569], [-1.228, 3.945, -0.652], [-0.769, 2.645, -0.755], [-2.529, 3.809, 2.473], [-0.161, 2.772, -2.833], [2.987, 2.435, -0.652], [0.510, -4.851, -3.835], [3.555, -2.266, -0.827], [-5.967, -0.709, -1.004], [-2.064, 3.472, 1.557], [4.606, -1.429, -0.452], [-3.517, 1.670, -0.672], [-3.476, -2.185, 1.951], [-1.335, 1.268, -3.830], [1.960, 1.549, 4.760], [-2.511, -2.154, -1.572], [-2.900, -0.294, 5.293], [0.915, -0.936, 2.293], [0.971, 3.203, 3.328], [-1.485, -1.307, 1.342], [1.117, 2.372, -1.703], [-1.064, 4.648, -1.460], [1.398, -3.523, -2.403], [-0.228, -0.253, 0.087], [0.869, 0.944, -4.017], [-4.214, -0.632, 4.171], [-0.945, -3.636, -2.833], [-2.268, -0.848, 3.400], [-1.423, 0.666, -2.924], [2.289, -1.746, -0.905], [-1.596, 2.173, 1.453], [-1.149, -2.647, -1.883], [-3.609, -2.927, -1.915], [3.024, 0.363, -0.176], [-2.240, 1.050, -2.325], [3.371, 2.081, 1.033], [4.339, -0.109, -0.177], [1.720, 1.952, 0.511], [-3.626, 0.875, 0.881], [5.125, 0.577, 0.106]],
  "forces_ev_per_a": [[0.187, -0.093, -0.163], [-0.020, 0.025, 0.020], [0.028, -0.002, 0.000], [0.006, -0.008, -0.001], [-0.060, -0.026, -0.004], [-0.005, 0.010, -0.005], [0.056, 0.012, 0.040], [-0.057, 0.057, -0.007], [0.002, 0.018, 0.000], [0.181, -0.006, 0.730], [-0.041, 0.218, 0.076], [-0.034, -0.029, -0.038], [0.002, 0.009, 0.005], [0.047, -0.003, 0.049], [0.113, -0.062, -0.041], [0.000, -0.004, -0.005], [0.303, -0.015, 0.082], [-0.009, 0.008, 0.006], [-0.003, 0.042, -0.032], [0.019, -0.007, -0.024], [0.006, -0.009, -0.014], [-0.018, 0.051, 0.041], [0.107, -0.050, 0.031], [0.016, -0.045, 0.064], [-0.083, -0.101, -0.012], [0.816, 0.217, -0.227], [-0.051, 0.001, -0.034], [-0.014, 0.006, 0.017], [-0.005, -0.004, 0.004], [-0.007, 0.017, 0.014], [-0.418, -0.176, 0.543], [0.166, -0.144, -0.008], [0.000, 0.072, -0.102], [0.041, 0.060, 0.043], [0.025, -0.048, -0.048], [-0.072, -0.003, -0.057], [0.015, -0.020, 0.007], [-0.043, 0.015, 0.020], [0.010, 0.036, -0.013], [0.005, -0.022, 0.013], [0.007, 0.005, -0.123], [0.004, 0.008, -0.006], [-0.025, -0.047, 0.022], [-0.055, 0.091, 0.025], [0.037, 0.051, 0.018], [-0.003, 0.000, -0.085], [0.015, -0.006, -0.011], [0.030, -0.288, 0.177], [-0.129, -0.003, 0.101], [0.012, -0.003, -0.006], [-0.058, 0.437, -0.593], [-0.135, 0.213, -0.285], [-0.271, 0.297, -1.069], [0.029, 0.002, 0.023], [0.023, 0.003, 0.005], [-0.061, 0.036, 0.102], [0.007, -0.948, 0.719], [-0.023, -0.008, -0.015], [0.001, -0.002, -0.003], [0.030, -0.067, -0.025], [-0.088, 0.006, -0.228], [0.082, -0.008, -0.055], [-0.461, 0.316, -0.003], [0.014, 0.102, 0.071], [0.005, 0.005, 0.188], [0.055, 0.011, -0.016], [-0.296, -0.142, -0.061], [0.019, 0.031, -0.024], [0.029, 0.025, -0.001], [0.032, -0.113, 0.061], [-0.071, 0.015, 0.050], [0.006, -0.002, 0.087], [0.027, -0.011, -0.007]],
  "lumo_energy_ha": [-0.2589, -0.2585],
  "total_charge": 2,
  "multiplicity": 1,
  "gap_ev": [3.2060, 3.2399],
  "homo_ev": [-10.3, -10.3]
}